This record from the Open Molecules 2025 dataset describes the molecule C4H8N2O in a non-equilibrium geometry. The level of theory is ωB97M-V/def2-TZVPD.

```
15
Properties=species:S:1:pos:R:3:forces:R:3
C 1.999 0.021 0.428 -0.021 0.406 0.016
N 1.049 0.699 0.905 0.508 0.061 -0.234
C 0.207 1.583 0.181 0.111 0.326 -0.071
O 0.307 2.783 0.329 0.024 -0.135 -0.165
N -0.787 1.000 -0.561 0.183 0.265 0.089
C -0.943 -0.422 -0.825 0.111 -0.072 0.116
C -0.796 -1.213 0.484 -0.141 -0.014 0.257
H 2.341 0.073 -0.608 -0.057 0.061 -0.032
H 2.491 -0.708 1.080 0.057 0.312 -0.100
H -1.414 1.665 -0.991 0.158 -0.062 0.101
H -1.932 -0.576 -1.279 0.239 0.102 0.233
H -0.225 -0.741 -1.597 -0.011 -0.042 0.298
H -0.131 -0.656 1.188 -0.905 -1.252 -0.651
H -1.750 -1.289 0.999 -0.224 -0.155 -0.139
H -0.416 -2.220 0.267 -0.030 0.200 0.281
```
Positions in Å, forces in eV/Å.

Results
Gap between HOMO and LUMO ... 10.384 eV
ΔE to the lowest compared entry with this formula, charge and spin ... 179.9 kJ/mol
Energy ... -341.9351 Ha
Structure (SMILES) ... C=NC(=O)NCC